(1)
12
Properties=species:S:1:pos:R:3 method="wB97M-V/def2-TZVPD" relative_energy_ev=8.2316 total_charge=0 lumo_ev=-0.6746 homo_lumo_gap_ev=8.239
C 0.28830 -0.16961 -1.34084
C 0.31489 -0.33714 0.08116
C -1.03543 -0.33687 0.84367
H -1.88461 2.21057 -1.55414
H 0.98997 -0.84885 -2.04042
H -1.41985 0.67709 1.70867
H 3.12938 -0.26798 2.07825
N -0.51580 0.73600 -1.91137
N 1.59594 -0.50226 0.45091
O -1.52696 1.14667 -1.04641
O -1.70946 -1.56049 0.65921
S 1.77362 -0.74712 2.07130

***

(2)
15
Properties=species:S:1:pos:R:3 method="wB97M-V/def2-TZVPD" relative_energy_ev=3.4539 smiles=C#C[C@]1(O)[C@@H](N)[C@@H]1O total_charge=0 lumo_ev=0.8215 homo_lumo_gap_ev=9.727
C -2.70811 -0.80571 0.44414
C -1.59582 -0.69758 0.04695
C -0.22511 -0.49537 -0.40046
O 0.37236 -1.50809 -1.11102
C 0.70334 0.23969 0.54512
N 2.02851 -0.25889 0.49693
C 0.15722 0.96716 -0.63970
O -0.78595 1.96691 -0.32461
H -3.74045 -0.80044 0.82994
H 1.28667 -1.54287 -0.70634
H 0.33326 0.51834 1.54134
H 2.23680 -0.95309 1.25584
H 2.69633 0.48908 0.43347
H 0.77940 1.11443 -1.50000
H -1.53843 1.76642 -0.91160

***

(3)
13
Properties=species:S:1:pos:R:3 method="wB97M-V/def2-TZVPD" relative_energy_ev=0.3526 smiles=CCN.O total_charge=0 lumo_ev=0.8767 homo_lumo_gap_ev=10.433
C 1.03654 -0.15473 0.93038
C 0.02186 -1.01821 0.21056
N 0.25518 -0.93747 -1.25965
H 1.15607 -0.38334 1.99426
H 2.01246 -0.31320 0.48314
H 0.70927 0.88516 0.96901
H 0.13065 -2.09045 0.38310
H -0.98285 -0.76256 0.54787
H -0.10895 -1.78913 -1.64101
H -0.22633 -0.14710 -1.68013
O -1.73285 2.10892 -0.20304
H -0.88668 1.63049 -0.23823
H -1.38437 2.97162 -0.49626

***

(4)
103
Properties=species:S:1:pos:R:3 method="wB97M-V/def2-TZVPD" total_charge=0 lumo_ev=0.0155 homo_lumo_gap_ev=9.330
C 0.31902 -3.72208 1.70668
C -0.03466 -2.85314 0.49610
C -0.63835 -1.52927 0.94220
N -0.64000 -0.48145 -0.08623
C -1.63024 -0.71684 -1.12825
C 0.72317 -0.15295 -0.64959
C 0.55640 1.20794 -1.32898
C -0.46171 1.90253 -0.40781
C -0.89106 0.85524 0.57974
H 0.77245 -3.07700 2.46912
H 1.04247 -4.48476 1.44072
H -0.55330 -4.08465 2.25184
H -0.69408 -3.38493 -0.19313
H 0.89970 -2.72179 -0.06584
H -0.19644 -1.14042 1.85593
H -1.67681 -1.77414 1.18498
H -1.36076 -1.50231 -1.82277
H -1.64263 0.21050 -1.70123
H -2.60296 -0.80046 -0.66761
H 1.01755 -0.95698 -1.31643
H 1.34436 -0.11513 0.22651
H 0.11020 1.09504 -2.31085
H 1.56360 1.61009 -1.32917
H -1.31256 2.33988 -0.93041
H 0.03966 2.72855 0.10529
H -1.90909 0.93108 0.97052
H -0.29127 0.79715 1.49324
Cl -4.75055 0.12392 0.97333
O -3.72479 -0.28978 1.91272
O -5.21530 -0.98995 0.18570
O -5.85505 0.69767 1.69647
O -4.18262 1.14220 0.10316
C 0.26172 -4.84509 5.76995
Cl 1.34678 -4.40953 7.09758
Cl 1.19098 -5.20925 4.30443
Cl -0.66957 -6.24932 6.27874
Cl -0.84265 -3.53416 5.34049
C 4.44762 -1.20735 1.93682
Cl 5.58292 0.03236 2.48584
Cl 2.87470 -0.84177 2.58886
Cl 4.37013 -1.17351 0.18196
Cl 4.99242 -2.82239 2.43393
C -3.51722 -6.67489 3.73115
N -3.23589 -5.64600 2.69408
O -3.24455 -6.03328 1.54291
O -3.03455 -4.51705 3.03586
H -3.09700 -6.37047 4.68984
H -2.90572 -7.53980 3.48437
H -4.57675 -6.85594 3.82243
C 4.32990 4.09039 0.19531
N 3.24813 3.43455 0.97671
O 3.43554 3.29225 2.19133
O 2.26757 3.03542 0.34113
H 4.16214 5.16057 0.29393
H 4.21991 3.76138 -0.83004
H 5.30952 3.85493 0.58799
C -2.04866 1.16185 5.00959
N -0.92917 0.35503 4.43749
O -1.18823 -0.80263 4.09275
O 0.15159 0.91954 4.27778
H -2.08829 0.88756 6.06063
H -2.96564 0.85953 4.51597
H -1.82436 2.20821 4.85601
C 2.02138 -0.18916 -4.96655
N 3.09219 -0.30082 -3.93600
O 4.19421 0.04754 -4.25945
O 2.84189 -0.76402 -2.85940
H 2.29390 -0.91227 -5.72682
H 1.88705 0.84186 -5.24758
H 1.13223 -0.59908 -4.49003
C -2.43098 -2.15426 -6.35420
N -1.83067 -2.38987 -5.03115
O -2.56569 -2.71588 -4.15009
O -0.67009 -2.17617 -4.89046
H -1.70296 -2.39206 -7.11996
H -2.73959 -1.11559 -6.37479
H -3.28193 -2.81654 -6.45127
C -3.00186 3.77712 2.02641
N -1.61021 4.35598 2.04212
O -0.85968 4.02399 2.90010
O -1.32162 5.09650 1.14469
H -3.07277 3.52037 0.97365
H -3.66810 4.58576 2.29119
H -2.99533 2.90270 2.65861
C -5.00140 1.06098 -2.94811
N -3.66185 1.72827 -2.95018
O -3.53313 2.68769 -2.23473
O -2.77398 1.24724 -3.66003
H -4.96104 0.30621 -3.71587
H -5.74221 1.83775 -3.06795
H -5.06867 0.62345 -1.94934
C 6.12190 2.98480 -1.42727
C 6.17486 4.18270 -2.10459
C 5.10508 4.59978 -2.92409
C 4.00835 3.77557 -3.03542
C 3.95100 2.58547 -2.33660
C 5.05415 2.12222 -1.62414
H 6.90415 2.79734 -0.69866
H 7.03111 4.84744 -2.06300
H 5.30275 5.50982 -3.47530
H 3.18863 4.05656 -3.68945
H 3.05766 1.97141 -2.39111
H 4.98362 1.26426 -0.96495

***

(5)
29
Properties=species:S:1:pos:R:3 method="wB97M-V/def2-TZVPD" relative_energy_ev=2.3486 total_charge=+1 lumo_ev=-4.6310 homo_lumo_gap_ev=8.242
C 3.90449 -0.13428 -0.27656
C 3.10203 0.96006 -0.41767
C 3.34681 -1.35444 0.14735
C 1.75791 0.90034 -0.42757
C 1.99462 -1.38270 0.33777
C 1.19707 -0.30928 -0.12829
C -2.89401 -1.27134 -0.41571
C -2.00217 -1.96959 0.65166
C -1.21169 0.41692 -0.40978
C -0.25696 -0.51118 0.02891
N -0.83216 1.11360 -1.70031
N -1.20005 2.46687 1.31593
O -2.57835 0.10115 -0.32071
O -0.65534 -1.56006 0.70692
H 4.91795 -0.14823 -0.29446
H 3.47926 1.90062 -0.65314
H 3.91710 -2.13880 0.36205
H 1.19746 1.72226 -0.58953
H 1.68376 -2.30780 0.76990
H -2.82412 -1.80498 -1.48759
H -4.00510 -1.46653 -0.07872
H -2.50372 -1.93171 1.66171
H -2.02834 -3.14443 0.59811
H -1.24986 1.38258 0.23087
H -1.51262 1.73644 -2.03534
H -0.63690 0.55570 -2.51551
H -2.21187 2.70031 1.40535
H -0.85580 3.39407 1.28924
H -1.03942 2.08444 2.24515

***

(6)
116
Properties=species:S:1:pos:R:3 method="wB97M-V/def2-TZVPD" total_charge=0 lumo_ev=-0.8474 homo_lumo_gap_ev=7.068
C -7.45718 -5.51607 -0.15037
N -7.16387 -4.35239 0.75790
C -8.04009 -4.61499 1.96802
B -5.78055 -4.35849 1.17176
O -5.45107 -5.11567 2.30757
C -4.59491 -3.57463 0.39708
C -3.54084 -2.96379 1.09812
C -3.48987 -3.02067 2.62028
N -2.93129 -4.29137 3.12527
C -2.48579 -2.31473 0.46456
Br -1.05333 -1.51310 1.45736
C -2.43925 -2.26966 -0.90689
C -3.46119 -2.86013 -1.64403
C -4.50980 -3.47913 -1.00485
O -5.49411 -4.01599 -1.89856
C -6.32488 -3.04342 -2.22752
N -6.96938 -2.26022 -2.80183
C -3.34488 -2.81195 -3.16588
O -4.28406 -2.67599 -3.91226
C -1.93298 -2.92467 -3.67103
C -0.95810 -2.36930 -2.97149
C -1.30086 -1.63042 -1.70507
O -0.74385 -0.60941 -1.38622
H -6.55651 -6.13179 -0.29382
H -8.31105 -6.09403 0.19770
H -7.71226 -5.12057 -1.14019
H -7.77488 -3.99500 2.82758
H -7.99439 -5.66535 2.28696
H -9.06358 -4.44080 1.61677
H -5.05547 -5.95391 2.05004
H -4.51577 -2.86005 2.99339
H -2.88527 -2.22101 3.04985
H -3.08257 -5.03671 2.46448
H -3.43620 -4.49708 3.97738
H -1.72757 -3.49906 -4.58518
H 0.06916 -2.47071 -3.31236
C -3.31088 -5.79979 -8.62335
S -3.20623 -4.73797 -7.17583
O -1.89894 -5.01241 -6.51403
C -4.47491 -5.58532 -6.22587
H -2.56316 -5.46891 -9.34145
H -3.11218 -6.83364 -8.33966
H -4.30321 -5.71223 -9.06572
H -4.19994 -6.63261 -6.09545
H -5.42991 -5.50665 -6.74538
H -4.55007 -5.10142 -5.25357
C 1.25401 4.10755 0.84971
S -0.38547 3.94205 0.13291
O -1.36954 4.21848 1.21728
C -0.30371 2.16309 -0.09351
H 1.41187 5.15331 1.10542
H 1.32149 3.49935 1.75337
H 2.00723 3.79780 0.12982
H -0.11689 1.66937 0.86085
H 0.49280 1.92712 -0.79886
H -1.25450 1.82484 -0.49777
C 3.98783 -0.85529 3.15837
S 2.33673 -1.08870 2.49228
O 1.36726 -0.85805 3.59937
C 2.47428 -2.86785 2.26379
H 4.10754 0.19644 3.41272
H 4.11684 -1.46363 4.05456
H 4.72456 -1.12970 2.40425
H 2.69472 -3.34638 3.21871
H 3.26416 -3.07960 1.54239
H 1.52392 -3.23567 1.88159
C 4.70132 7.06478 0.91581
S 3.85616 6.48830 -0.56293
O 3.80006 5.00247 -0.48997
C 5.16628 6.92070 -1.71141
H 4.06446 6.85372 1.77352
H 5.65110 6.54177 1.02747
H 4.86934 8.13863 0.84270
H 6.08739 6.40986 -1.43342
H 5.32021 7.99835 -1.70007
H 4.86358 6.60791 -2.70944
C 6.90918 2.54032 1.49405
S 6.06927 1.95391 0.01900
O 6.02356 0.46333 0.09774
C 7.38356 2.38453 -1.13179
H 6.27706 2.33210 2.35376
H 7.86030 2.02212 1.61246
H 7.07061 3.61606 1.41319
H 8.30498 1.87420 -0.84853
H 7.53167 3.46452 -1.12378
H 7.08125 2.06677 -2.12776
C 6.14801 10.83826 0.26805
S 7.53639 10.29602 -0.74031
O 7.62838 8.81559 -0.61216
C 8.81693 11.00423 0.30409
H 5.23143 10.46570 -0.18675
H 6.24461 10.43699 1.27760
H 6.12125 11.92749 0.29491
H 8.74255 10.59141 1.31040
H 8.70486 12.08829 0.33069
H 9.78384 10.74946 -0.12487
C 8.68475 -1.16478 3.01455
S 7.29759 -0.46191 3.91577
O 7.48222 1.01362 3.93497
C 7.78590 -1.08141 5.53277
H 8.59712 -0.86245 1.97212
H 9.62205 -0.79045 3.42758
H 8.64851 -2.25232 3.08165
H 8.78011 -0.71179 5.78516
H 7.77975 -2.17166 5.52046
H 7.06586 -0.72242 6.26564
C -12.19459 -1.64286 -0.87601
S -10.54818 -2.35351 -0.73184
O -10.69354 -3.68810 -0.09126
C -9.94469 -1.20749 0.51333
H -12.75851 -2.23766 -1.59179
H -12.69517 -1.66599 0.09266
H -12.11631 -0.61738 -1.23728
H -10.58350 -1.25041 1.39658
H -9.93548 -0.19808 0.10214
H -8.93064 -1.50211 0.77910